1.
C3H6O2 | wB97M-V/def2-TZVPD

Structure (ORCA input):
```
! RIJCOSX wB97M-V def2-TZVPD def2/J DEFGRID3
* xyz 0 1
O -1.82615 -3.08768 -1.86277
C -1.01849 -2.70426 -1.08424
O -0.98359 -1.31577 -0.83990
H -0.33414 -3.18610 -0.45315
H -0.22109 -0.99551 -0.28121
C 0.30388 2.21652 1.13087
C 1.08633 1.58425 0.27568
H 0.42166 1.93451 2.22320
H -0.41888 3.02404 1.04183
H 1.87104 0.88916 0.62638
H 1.11942 1.64084 -0.77669
*
```

Summary:
- LUMO energy (eV) = 0.657
- E_HOMO (eV) = -10.616
- gap between HOMO and LUMO (eV) = 11.27
- SMILES string = O=CO.C=C


2.
C3H6O2 | wB97M-V/def2-TZVPD

Structure (ORCA input):
```
! RIJCOSX wB97M-V def2-TZVPD def2/J DEFGRID3
* xyz 0 1
O 1.48286 -1.07652 0.11012
C 0.82048 0.02160 -0.43943
C 0.11232 0.92425 0.48672
C -0.70217 0.06424 -0.43826
O -1.29284 -1.07898 -0.00057
H 0.77739 -1.71119 0.25938
H 1.35617 0.51167 -1.27032
H 0.14578 1.99559 0.19490
H 0.10946 0.64444 1.51901
H -1.11777 0.53125 -1.36570
H -1.69168 -0.82637 0.94414
*
```

Summary:
- LUMO energy (eV) = 0.757
- E_HOMO (eV) = -9.329
- gap between HOMO and LUMO (eV) = 10.09
- SMILES string = O[C@@H]1C[C@@H]1O


3.
C3H6O2 | wB97M-V/def2-TZVPD

Structure (ORCA input):
```
! RIJCOSX wB97M-V def2-TZVPD def2/J DEFGRID3
* xyz 0 1
C -0.97492 -0.30645 -2.33893
C -1.03015 0.25485 -1.06002
O -0.79352 -0.41426 0.07648
H -0.20596 0.20056 -2.97571
H -0.85955 -1.39797 -2.47515
H -0.88152 1.31705 -0.90491
H -1.40342 0.03791 0.68554
C 1.56608 0.06971 2.30329
O 0.76747 0.37752 3.14196
H 1.18045 0.19340 1.21757
H 2.63505 -0.33231 2.32986
*
```

Summary:
- LUMO energy (eV) = 0.736
- E_HOMO (eV) = -9.141
- gap between HOMO and LUMO (eV) = 9.88
- SMILES string = C=CO.C=O


Stability, lowest: 3